Record 1
# C51H84N5O7P

3 unconnected molecules or ions with the total composition C51H84N5O7P (ωB97M-V/def2-TZVPD, OMol25).

Last column: Löwdin spin population.
Cartesian coordinates (Å):
C -0.90195 -0.43566 6.15418  0.00
C -1.83717 -0.88178 4.87767  0.00
C -0.88586 -1.34097 3.62352  0.00
C -1.45806 -0.95138 2.13715  0.00
C -0.79830 0.40351 1.47681  0.00
C -1.83895 1.61858 0.98874  0.00
C -3.47238 1.52010 1.08908  0.00
C -4.11396 2.01545 2.51414  0.00
C -5.76075 1.75214 2.38666  0.00
O -6.60054 1.75534 3.43063  0.00
N -6.32068 1.44543 0.98784  0.00
C -7.06752 2.63418 0.42276  0.00
C -8.71792 2.77999 0.61369  0.00
C -9.60431 4.03629 -0.00815  0.00
C -8.87995 5.26981 -0.86262  0.00
C -7.22776 5.15086 -1.06943  0.00
C -6.35645 3.86860 -0.45084  0.00
C -1.20452 3.02449 0.35754  0.00
P -2.28248 4.53171 -0.19571  0.00
N -3.34656 4.98716 0.96184  0.00
C 0.41918 3.18139 0.19411  0.00
C 1.39398 1.94332 0.64677  0.00
C 0.84173 0.54187 1.30543  0.00
C 1.94554 -0.60195 1.70698  0.00
C 1.63091 -2.10502 1.13026  0.00
C 0.97706 -2.14919 -0.37246  0.00
C 0.54030 -3.63948 -0.89835  0.00
C -0.37304 -4.50794 0.15010  0.00
C -1.97904 -4.17213 0.11621  0.00
C -2.95648 -5.47399 -0.07835  0.00
O -3.45662 -5.98956 1.20838  0.00
C -4.55682 -5.17316 1.74669  0.00
C 2.90183 2.47533 0.28471  0.00
O 4.04844 1.81311 0.05058  0.00
N 2.73691 3.98102 0.20638  0.00
C 3.27804 4.81149 1.34916  0.00
O 2.30111 4.93924 2.46918  0.00
C 2.99711 5.53919 3.64091  0.00
C 1.96081 6.41935 4.60859  0.00
C 1.02265 5.39888 5.53978  0.00
C 1.36922 4.39713 -0.36034  0.00
O 1.09033 5.46130 -1.13607  0.00
H -1.45016 -0.58637 7.18853  0.00
H 0.10500 -1.06920 6.20253  0.00
H -0.59193 0.70791 6.03146  0.00
H -2.48235 0.04450 4.56896  0.00
H -2.57210 -1.72981 5.23453  0.00
H -0.84327 -2.53333 3.65940  0.00
H 0.19940 -0.96874 3.85398  0.00
H -1.14325 -1.84923 1.41614  0.00
H -2.63377 -0.96154 2.15638  0.00
H -3.81656 0.39082 0.92064  0.00
H -3.90379 2.11260 0.15870  0.00
H -3.97880 3.15306 2.75304  0.00
H -3.77581 1.39602 3.44980  0.00
H -6.92183 0.59068 1.00977  0.00
H -9.31697 1.93294 1.19040  0.00
H -10.78813 4.11436 0.10926  0.00
H -9.48997 6.15892 -1.31948  0.00
H -6.67075 5.99300 -1.70505  0.00
H -5.18499 3.83646 -0.66723  0.00
H -3.02645 4.25087 -1.40326  0.00
H -1.41006 5.68453 -0.39882  0.00
H -3.15640 5.96848 1.28022  0.00
H 2.99842 -0.26163 1.25889  0.00
H 2.12856 -0.71669 2.86853  0.00
H 1.02900 -2.67736 1.95456  0.00
H 2.68561 -2.65822 1.05358  0.00
H 1.80196 -1.74536 -1.13346  0.00
H 0.02995 -1.43916 -0.49300  0.00
H 1.44072 -4.30184 -1.25203  0.00
H -0.13769 -3.46452 -1.86476  0.00
H -0.26077 -5.64992 -0.17559  0.00
H -0.02917 -4.45864 1.26767  0.00
H -2.18408 -3.29505 -0.64707  0.00
H -2.24251 -3.71838 1.18853  0.00
H -3.91716 -5.08237 -0.66839  0.00
H -2.43417 -6.26822 -0.76073  0.00
H -4.27472 -4.03384 1.91998  0.00
H -4.78683 -5.60133 2.83455  0.00
H -5.55224 -5.21361 1.13225  0.00
H 4.23682 4.28688 1.82457  0.00
H 3.58598 5.91743 1.03632  0.00
H 3.80724 6.32798 3.27258  0.00
H 3.58635 4.72821 4.26358  0.00
H 1.26171 7.12664 3.99002  0.00
H 2.55125 7.08584 5.39909  0.00
H -0.00412 5.26884 4.95927  0.00
H 1.56574 4.34347 5.61360  0.00
H 0.82140 5.81842 6.61410  0.00
C -0.52568 5.38461 -4.15835  0.00
C 0.69450 5.10776 -5.10659  0.02
C 0.50420 3.64870 -5.62230  0.01
C 1.37853 3.24460 -6.80109  0.00
C 1.33095 4.29536 -7.90382  0.01
C 1.70255 5.70383 -7.37549  0.02
N 0.85163 6.11816 -6.20546  0.31
O -0.43063 6.41932 -6.69832  0.62
C 3.20907 5.70445 -7.00108  0.00
C 1.62112 6.72583 -8.55501  0.00
C 1.92297 5.21971 -4.15254  0.00
H -0.52036 6.41708 -3.78838  0.00
H -1.48867 5.20493 -4.64950  0.00
H -0.49580 4.72096 -3.28530  0.00
H -0.54204 3.51029 -5.93589  0.00
H 0.66340 2.93420 -4.80478  0.00
H 2.40720 3.07228 -6.46980  0.00
H 1.02604 2.28667 -7.20268  0.00
H 2.00974 3.99909 -8.71316  0.00
H 0.32486 4.30564 -8.34495  0.00
H 3.51767 6.67942 -6.60275  0.00
H 3.83150 5.50577 -7.88364  0.00
H 3.48224 4.93679 -6.27230  0.00
H 0.63457 6.74797 -9.03023  0.00
H 2.33589 6.47003 -9.34653  0.00
H 1.85996 7.74071 -8.21346  0.00
H 2.35991 4.24259 -3.92622  0.00
H 1.65768 5.68945 -3.19569  0.00
H 2.72131 5.85918 -4.53707  0.00
C 1.87432 -7.82295 3.40972  0.00
C 3.09450 -8.09980 2.46148  0.02
C 2.90420 -9.55886 1.94577  0.01
C 3.77853 -9.96296 0.76698  0.00
C 3.73095 -8.91220 -0.33575  0.01
C 4.10255 -7.50373 0.19258  0.02
N 3.25163 -7.08940 1.36261  0.31
O 1.96937 -6.78824 0.86974  0.62
C 5.60907 -7.50311 0.56699  0.00
C 4.02112 -6.48173 -0.98695  0.00
C 4.32297 -7.98785 3.41553  0.00
H 1.87964 -6.79048 3.77969  0.00
H 0.91133 -8.00263 2.91857  0.00
H 1.90420 -8.48660 4.28276  0.00
H 1.85796 -9.69727 1.63218  0.00
H 3.06340 -10.27337 2.76329  0.00
H 4.80720 -10.13528 1.09827  0.00
H 3.42604 -10.92090 0.36539  0.00
H 4.40974 -9.20848 -1.14509  0.00
H 2.72486 -8.90192 -0.77688  0.00
H 5.91767 -6.52814 0.96531  0.00
H 6.23150 -7.70180 -0.31557  0.00
H 5.88224 -8.27078 1.29577  0.00
H 3.03457 -6.45960 -1.46216  0.00
H 4.73589 -6.73753 -1.77846  0.00
H 4.25996 -5.46685 -0.64539  0.00
H 4.75991 -8.96497 3.64185  0.00
H 4.05768 -7.51811 4.37238  0.00
H 5.12131 -7.34839 3.03100  0.00

Results
**HOMO energy**: -8.2 eV
**Spin multiplicity**: 3
**Energy above the lowest of the compared OMol25 structures with the same formula, charge and spin**: 29.837 eV
**Expectation value of S²**: 2.010
**Frontier orbital gap**: 6.64 eV
**E**: -85287.390 eV
**LUMO energy**: -1.53 eV


Record 2
# C51H90ClFN6O6

5 unconnected molecules or ions with the total composition C51H90ClFN6O6 (ωB97M-V/def2-TZVPD, OMol25).

Last column: Mulliken charge in e.
Cartesian coordinates (Å):
C -1.59507 -5.30364 1.60064  -0.38
O -0.59515 -4.93597 0.62072  -0.25
C -1.16560 -4.70384 -0.68459  -0.80
C -1.94728 -3.29691 -0.79942  0.44
C -1.14098 -1.94320 -0.90289  -0.08
C 0.46624 -1.99693 -0.94122  -0.10
C 1.11795 -2.39209 0.48297  -0.71
C 2.24992 -3.52686 0.41754  -0.06
C 3.21709 -3.45863 -0.87832  -0.13
O 2.83008 -4.59041 -1.73886  -0.62
C -1.95431 -0.62709 -0.96083  -0.45
C -3.53293 -0.65503 -0.92269  0.66
C -4.35952 -1.98034 -0.86745  -0.24
C -5.96808 -1.97558 -0.87487  -0.87
C -6.59207 -1.18096 0.37484  -0.17
C -7.27788 -2.10951 1.48943  -0.58
Cl -6.13613 -2.19119 2.95327  -0.23
C -3.52127 -3.30853 -0.80485  0.72
C -4.35109 -4.66032 -0.74881  0.05
C -5.32875 -5.04467 0.38137  -0.13
C -6.06107 -6.37340 0.32229  -0.53
N -6.00444 -7.44295 -0.61389  -0.52
C -5.09808 -7.04043 -1.63337  -0.28
C -4.28904 -5.76902 -1.81987  -0.51
C -4.30043 0.76493 -0.94015  0.04
O -5.40054 0.96361 -1.50686  -0.57
C -3.51173 1.95001 -0.17502  0.52
C -4.38295 3.03559 0.63248  -0.93
O -4.47116 2.53764 2.00751  -0.09
N -5.77971 2.24872 2.29291  0.08
O -5.81371 1.58548 3.28075  -0.33
C -2.07944 1.97608 -0.20543  0.69
C -1.20304 3.07715 0.55176  -0.06
C -1.14809 4.48583 -0.21057  -0.82
F -1.62293 3.17556 1.93811  -0.34
C -1.28923 0.82341 -1.01975  -0.05
O -0.25756 1.13853 -1.65974  -0.52
H -1.54466 -6.39453 1.94333  0.25
H -1.38891 -4.65429 2.53618  0.27
H -2.67316 -5.09024 1.29392  0.08
H -1.77830 -5.59771 -1.04027  0.42
H -0.27009 -4.61645 -1.41153  0.05
H 0.94931 -1.01689 -1.27114  0.36
H 0.72138 -2.76316 -1.77155  -0.05
H 0.24066 -2.65160 1.18712  0.28
H 1.60420 -1.44933 0.93409  0.39
H 2.92576 -3.36272 1.34441  0.24
H 1.86669 -4.59763 0.49884  0.15
H 4.31691 -3.67229 -0.59717  0.09
H 3.16108 -2.47991 -1.46748  0.15
H 2.11724 -4.31586 -2.35237  0.31
H -6.42973 -3.00983 -1.00440  0.52
H -6.26291 -1.37814 -1.82100  0.39
H -7.38356 -0.45370 -0.05289  0.34
H -5.81090 -0.50960 0.89298  -0.03
H -8.21223 -1.54065 1.85869  0.32
H -7.60480 -3.13873 1.12297  0.35
H -5.49852 -4.32921 1.25571  0.49
H -6.80112 -6.56460 1.18929  0.31
H -4.96401 -7.83332 -2.46335  0.30
H -3.63533 -5.63135 -2.74585  0.38
H -5.45131 3.10898 0.21330  0.45
H -3.83053 4.03150 0.64544  0.29
H -0.12478 2.66208 0.59227  0.26
H -0.80916 5.26912 0.55298  0.33
H -0.39704 4.35542 -1.07878  0.11
H -2.18150 4.69609 -0.65184  0.28
C 8.67733 -0.53888 3.87122  -1.41
C 7.99213 -1.80412 3.36902  -0.35
N 7.00337 -1.55848 2.32501  0.24
C 6.14250 -2.70679 2.05580  -0.46
C 6.79660 -3.96431 1.49065  -1.19
C 7.47499 -0.84746 1.14246  -0.64
C 8.64265 -1.45642 0.36709  -0.83
H 7.94489 0.20471 4.19680  0.33
H 9.31488 -0.77738 4.72686  0.44
H 9.31496 -0.08850 3.10624  0.28
H 7.48827 -2.25631 4.22987  0.46
H 8.75845 -2.51959 3.04462  0.29
H 5.32899 -2.40381 1.38573  0.18
H 5.64137 -2.97917 2.99234  0.34
H 7.06282 -3.84439 0.43971  0.22
H 6.09293 -4.80068 1.54659  0.44
H 7.68959 -4.25584 2.04910  0.35
H 7.76268 0.16526 1.44413  0.31
H 6.63680 -0.69235 0.45367  0.25
H 9.45783 -1.77833 1.01968  0.29
H 9.05472 -0.70786 -0.31780  0.31
H 8.32813 -2.30281 -0.24376  0.13
C 3.31464 5.18840 -2.68282  -1.67
C 2.64052 3.91782 -3.18688  0.29
N 1.63792 4.15740 -4.21905  0.20
C 0.78970 2.99593 -4.48372  -0.10
C 1.45537 1.74871 -5.06081  -0.89
C 2.08875 4.88448 -5.40247  -0.91
C 3.25515 4.29685 -6.19295  -0.46
H 2.57606 5.92037 -2.34453  0.35
H 3.96409 4.95223 -1.83528  0.47
H 3.93854 5.65228 -3.45110  0.30
H 2.15128 3.45300 -2.32396  0.35
H 3.41322 3.21418 -3.52424  -0.15
H -0.03397 3.29267 -5.14363  0.37
H 0.30235 2.71293 -3.54328  -0.23
H 1.70945 1.87511 -6.11404  0.33
H 0.76416 0.90256 -5.00061  0.56
H 2.35833 1.46753 -4.51227  -0.06
H 2.36583 5.89857 -5.09541  0.39
H 1.24256 5.03383 -6.08203  0.37
H 4.07935 3.97972 -5.55019  -0.15
H 3.65241 5.05443 -6.87652  0.44
H 2.94471 3.45100 -6.80667  0.24
C 8.20337 -1.41494 -3.76742  -1.18
C 7.74448 -0.29336 -4.68859  -0.36
N 6.33333 0.03995 -4.53424  0.14
C 5.81659 0.89049 -5.60218  -0.42
C 6.39456 2.29696 -5.72836  -0.91
C 5.89804 0.39730 -3.18757  -0.36
C 6.59867 1.56906 -2.50141  -1.02
H 7.57599 -2.30311 -3.88224  0.32
H 9.23116 -1.69855 -4.00988  0.47
H 8.18933 -1.11100 -2.71762  0.00
H 7.91576 -0.63221 -5.71585  0.47
H 8.39099 0.58049 -4.53709  0.28
H 4.72649 0.96510 -5.50957  0.12
H 5.97835 0.37167 -6.55447  0.39
H 6.02452 2.95690 -4.94276  0.01
H 6.08725 2.73528 -6.68276  0.39
H 7.48732 2.30279 -5.70768  0.37
H 6.01055 -0.48485 -2.54776  0.32
H 4.81868 0.58731 -3.19270  0.04
H 7.68639 1.52153 -2.59555  0.29
H 6.36675 1.55664 -1.43115  0.41
H 6.25602 2.52971 -2.88663  0.21
C -6.58925 3.48746 5.98705  -1.27
C -7.58039 3.35122 7.13638  -0.29
N -8.92590 3.80708 6.80476  0.08
C -9.79057 3.95900 7.97268  -0.70
C -10.13728 2.70156 8.76695  -0.96
C -9.54987 3.18409 5.64173  -0.73
C -9.69858 1.66343 5.64442  -0.97
H -6.56893 4.51061 5.60137  0.34
H -5.58224 3.24109 6.33455  0.45
H -6.82371 2.80923 5.16380  0.10
H -7.19682 3.96050 7.96178  0.43
H -7.57717 2.31171 7.48820  0.26
H -10.72171 4.45283 7.67120  0.35
H -9.30992 4.66839 8.65681  0.40
H -10.86047 2.07685 8.24157  0.22
H -10.59516 2.98372 9.72000  0.40
H -9.25505 2.09955 8.99852  0.27
H -8.97320 3.46516 4.75416  0.39
H -10.53482 3.63342 5.47320  0.34
H -8.78522 1.15267 5.95874  0.25
H -9.92884 1.31781 4.63129  0.36
H -10.51946 1.33636 6.28280  0.29

Results
**HOMO energy**: -8.0 eV
**Spin multiplicity**: 1
**SMILES**: COCc1c(CCCCO)c2c(c(CCCCl)c1-c1ccncc1)C(=O)C(CON=O)=C([C@@H](C)F)C2=O.CCN(CC)CC.CCN(CC)CC.CCN(CC)CC.CCN(CC)CC
**Frontier orbital gap**: 6.32 eV
**E**: -90797.404 eV
**LUMO energy**: -1.66 eV